DFT (wB97M-V/def2-TZVPD) results for a structure of composition C2FI3O.

Last column: Mulliken charge in e.
Positions of all 7 atoms, in Å:
1 I 0.4068 2.6747 -0.2019  0.125
2 I 0.3968 -1.5606 -1.8937  0.145
3 I -0.2694 -1.9493 1.6315  0.158
4 F 1.6737 -0.2277 0.3388  -0.166
5 O -1.9176 0.8271 0.0686  -0.339
6 C 0.4764 -0.7273 0.0673  -0.170
7 C -0.7668 0.9631 -0.0106  0.248

energy above the lowest of the compared OMol25 structures with the same formula, charge and spin	85.4	kJ/mol
highest occupied orbital energy	-8.99	eV
orbital gap	0.29413	Eh
DFT total energy	-31138.63636	eV
total charge	0